(1)
# C4H10N2O2

2 unconnected molecules or ions with the total composition C4H10N2O2 in a non-equilibrium geometry (the ωB97M-V functional and the def2-TZVPD basis, OMol25).

Calculated values
Kohn-Sham gap in eV: 9.52
Energy relative to the best compared isomer or geometry (same formula, charge and spin) in kJ/mol: 547.3
Structure (SMILES): [H]/N=C\OC.C=CNO
Highest occupied orbital energy in eV: -8.518

XYZ file:
```
18
C4H10N2O2 | OMol25 | the ωB97M-V functional and the def2-TZVPD basis
H 1.628 -0.791 0.142
C -0.489 0.523 1.739
H -0.445 -0.740 -2.185
N -0.088 1.268 -2.171
H 0.638 1.896 -2.503
O 1.663 -0.328 -1.891
H -1.010 -1.144 2.919
H -1.408 1.611 -0.761
H 2.319 -2.040 -0.982
C 0.251 0.075 -1.999
H 0.450 -1.549 -0.952
O -1.866 1.513 0.100
H 0.146 1.390 1.611
C -0.339 -0.314 2.760
H 0.432 -0.159 3.494
H -2.125 -0.289 0.874
N -1.340 0.318 0.660
C 1.582 -1.241 -0.855
```

---

(2)
# C3H3ClNO2

A gas-phase ion, C3H3ClNO2 (charge -1) in a non-equilibrium geometry (the ωB97M-V functional and the def2-TZVPD basis, OMol25).

Calculated values
Kohn-Sham gap in eV: 7.64
Energy relative to the best compared isomer or geometry (same formula, charge and spin) in kJ/mol: 41.5
Structure (SMILES): [H]/N=C/[C@H](Cl)C(=O)[O-]
Charge: -1
Highest occupied orbital energy in eV: -3.880

XYZ file:
```
10
C3H3ClNO2 | OMol25 | the ωB97M-V functional and the def2-TZVPD basis
H -0.030 -1.562 -1.308
C 0.651 -1.010 -0.585
Cl 1.716 -2.176 0.238
O 1.289 -0.599 -2.993
C 0.139 -0.011 0.346
O 2.541 0.456 -1.448
C 1.656 -0.226 -1.916
H 0.670 0.407 1.269
N -0.885 0.650 0.068
H -1.119 1.420 0.731
```

---

(3)
# C23H28N6RhS

A molecular structure, C23H28N6RhS in a non-equilibrium geometry (the ωB97M-V functional and the def2-TZVPD basis, OMol25).

Calculated values
Kohn-Sham gap in eV: 8.30
Energy relative to the best compared isomer or geometry (same formula, charge and spin) in kJ/mol: 0.0
Charge: +3
Highest occupied orbital energy in eV: -17.913

XYZ file:
```
59
C23H28N6RhS | OMol25 | the ωB97M-V functional and the def2-TZVPD basis
H 1.832 2.321 -3.088
C -1.149 -3.036 -1.852
C 1.558 2.517 -0.978
C -2.314 1.648 -3.300
H 3.098 -0.503 -1.842
C -2.171 0.118 3.352
S -3.591 0.601 -2.898
C -2.673 -0.067 -1.663
H -2.863 -2.518 3.162
Rh -0.012 -0.128 -0.184
H 3.198 -2.241 -2.001
H -0.342 1.995 -2.496
C -2.647 -3.845 1.491
C 0.516 3.924 1.138
N 1.466 -0.515 1.274
N -1.463 0.452 -1.530
H 0.990 -1.569 -2.266
H -2.383 -4.835 -0.389
H -0.850 -2.099 -2.306
H -1.054 3.311 3.332
H 2.565 4.328 -1.505
H -2.733 -0.571 3.964
C -1.631 -0.283 2.143
C 3.389 -1.545 0.031
C 1.899 3.856 -0.794
H -2.391 2.353 -4.113
N 1.328 -1.528 -1.310
H 4.478 -1.527 -0.024
C -2.188 -3.946 0.197
N -0.927 0.587 1.397
C 0.218 2.598 0.929
C 2.923 -0.416 0.927
C -1.494 -2.893 -0.397
H 1.749 0.788 -2.226
C 2.112 1.805 -2.168
H -3.065 -0.844 -1.029
H -0.386 -3.801 -2.009
C -1.229 2.298 2.999
H -2.397 1.758 4.716
H 1.291 -1.427 1.696
N -1.218 -1.769 0.307
H -3.190 -4.659 1.954
H 3.080 0.549 0.446
H 1.293 0.169 2.006
H 1.097 -2.427 -0.898
C 1.383 4.567 0.264
H 1.633 5.610 0.408
H 0.076 4.466 1.963
C -0.693 1.840 1.808
H -2.034 -3.382 -2.387
N 0.743 1.882 -0.107
C -1.262 1.444 -2.474
C -1.761 -1.633 1.556
C -1.981 1.427 3.773
H 3.203 1.805 -2.136
C 2.817 -1.436 -1.372
H 3.128 -2.512 0.477
C -2.455 -2.649 2.171
H 3.485 -0.414 1.861
```

---

(4)
# C53H51BrGeN6O4SiTi

A molecular structure, C53H51BrGeN6O4SiTi in a non-equilibrium geometry (the ωB97M-V functional and the def2-TZVPD basis, OMol25).

Calculated values
Kohn-Sham gap (alpha / beta) in eV: 4.44 / 4.34
Energy relative to the best compared isomer or geometry (same formula, charge and spin) in kJ/mol: 128.3
Highest occupied orbital energy (alpha / beta) in eV: -5.043 / -5.007

XYZ file:
```
118
C53H51BrGeN6O4SiTi | OMol25 | the ωB97M-V functional and the def2-TZVPD basis
C 1.805 3.265 0.781
C 1.540 -3.377 -1.102
C -2.039 -2.373 1.808
C -3.345 3.469 -2.616
C 3.652 -2.322 1.062
O -1.956 1.273 0.411
C -6.163 0.045 -0.625
H -0.481 -1.615 -5.118
C 1.650 -0.229 -6.293
C -7.068 2.259 -0.394
H 4.041 0.895 -3.488
O 0.778 -1.647 0.503
H -1.251 4.666 -5.003
C 0.666 2.895 2.847
Ti -0.810 -0.123 0.544
H 2.623 -3.980 4.083
H 1.000 -0.560 -7.095
N 1.893 -2.550 -5.694
C 1.388 2.008 0.378
C 4.446 -3.618 1.264
H 6.212 -1.615 0.195
C -2.936 -4.399 0.938
N -2.065 -1.787 0.598
C 1.427 3.719 2.031
H 3.502 -4.750 6.296
C 6.648 -2.563 0.518
C 2.672 -3.283 4.927
C -7.251 0.906 -0.652
H 3.518 -1.502 -3.783
C 2.760 1.514 -5.093
C -0.537 0.704 3.235
H 3.829 -3.077 6.749
H 2.394 3.879 0.112
H 2.254 -4.665 -2.653
C 2.948 -1.869 4.420
C -1.335 0.169 -2.389
C 1.919 1.122 -6.118
H 3.012 -1.195 5.279
H -2.502 4.252 4.768
N 1.670 -3.362 -4.739
C -4.894 0.542 -0.351
C 5.666 -3.718 0.349
C 3.740 -3.761 5.902
C -1.591 4.309 -4.039
H -2.407 -4.068 3.019
C -1.482 -1.551 2.966
H -2.684 2.503 3.058
C -4.685 1.902 -0.104
C -5.798 2.748 -0.123
H 4.172 -1.471 1.508
O -1.491 -1.987 4.094
H -6.301 -1.013 -0.816
H 1.688 -3.302 5.404
H 1.282 -3.779 1.958
H 1.717 4.708 2.363
H -5.671 3.808 0.083
H -1.987 0.963 -2.067
C 2.182 -1.183 -5.433
C -2.707 6.218 2.014
H 1.634 1.614 -0.601
H 3.801 -4.484 1.079
H 4.717 -3.820 5.416
C -0.476 -1.274 -4.094
H 3.535 -2.110 -0.003
C -2.454 3.326 -1.551
H -2.880 5.511 -0.002
N -0.925 -0.390 2.495
C 1.710 -3.760 -2.413
H 1.925 -4.016 -0.317
H 0.345 3.185 3.837
Br 3.117 3.360 -4.826
C -2.584 4.529 3.723
H -4.381 3.173 -2.496
H -3.308 -4.339 -1.184
H -2.516 -2.007 -1.401
C 0.267 -1.448 -1.802
C -2.592 5.869 3.354
C -1.359 -0.265 -3.686
H 2.102 -0.289 3.204
C 0.297 1.657 2.375
H -4.048 -0.133 -0.319
H -2.516 6.642 4.109
C -2.964 -3.805 -0.310
C -2.464 -3.667 2.016
H 1.480 1.861 -6.775
C 1.869 -1.322 3.473
H -3.628 4.063 -4.662
Ge 1.873 -2.366 1.839
H 6.949 -2.455 1.564
H -0.413 3.624 -0.944
H -8.241 0.526 -0.870
C -2.685 3.545 2.751
O -0.785 0.956 4.389
C 3.061 -0.765 -4.431
C -2.792 3.874 1.394
C -2.515 -2.503 -0.438
C -2.920 3.962 -3.848
N -0.528 -0.372 -1.438
C -0.689 4.188 -2.987
H 6.180 -4.662 0.551
H 7.549 -2.727 -0.074
H -7.917 2.931 -0.402
H -3.273 -5.420 1.069
H 0.350 4.458 -3.134
H -2.049 0.194 -4.383
C 0.374 -1.868 -3.168
H -2.717 7.261 1.723
H 3.932 -1.846 3.937
H 5.322 -3.763 -0.689
Si -2.938 2.545 0.093
C 3.355 0.577 -4.262
H 4.770 -3.695 2.308
N 0.645 1.220 1.151
C -2.805 5.227 1.042
C 0.904 -2.167 -0.789
C 1.277 -2.956 -3.474
H 0.896 -1.337 3.958
C -1.125 3.711 -1.760
```

---

(5)
# C4H11N2O

A molecular structure, C4H11N2O in a non-equilibrium geometry (the ωB97M-V functional and the def2-TZVPD basis, OMol25).

Calculated values
Kohn-Sham gap in eV: 2.80
Energy relative to the best compared isomer or geometry (same formula, charge and spin) in kJ/mol: 1219.6
Charge: +1
Highest occupied orbital energy in eV: -11.075

XYZ file:
```
18
C4H11N2O | OMol25 | the ωB97M-V functional and the def2-TZVPD basis
H -3.211 0.751 1.556
H 4.372 0.294 -1.538
O 1.139 0.069 -0.878
H 2.249 0.702 1.939
H -2.609 -1.231 -0.381
H 2.650 -0.069 0.468
N 2.531 -0.245 1.664
C -3.141 0.226 0.588
H 3.317 -0.591 2.243
C 2.436 0.200 -0.734
N -1.940 0.251 0.043
H -5.201 -0.272 0.519
C 3.305 0.348 -1.675
H 2.950 0.306 -2.697
C -4.239 -0.398 0.068
H -4.152 -0.709 -0.975
H -1.466 1.133 0.173
H 1.010 -0.764 -0.384
```

---

(6)
# C5H15NO2

A molecular structure, C5H15NO2 in a non-equilibrium geometry (the ωB97M-V functional and the def2-TZVPD basis, OMol25).

Calculated values
Kohn-Sham gap in eV: 7.71
Energy relative to the best compared isomer or geometry (same formula, charge and spin) in kJ/mol: 527.6
Highest occupied orbital energy in eV: -7.419

XYZ file:
```
23
C5H15NO2 | OMol25 | the ωB97M-V functional and the def2-TZVPD basis
H 1.117 -0.901 -2.063
C 0.910 -1.291 -1.064
H 1.095 1.779 0.562
C -0.045 1.655 -2.162
O 0.138 -0.414 -0.282
H 0.124 -3.257 1.406
H -1.624 1.197 -0.698
H -0.681 1.977 -2.993
H 0.399 -2.253 -1.194
H 0.825 1.161 -2.599
C 0.129 1.912 1.025
H 1.869 -1.449 -0.573
O 0.755 -1.331 1.768
H -1.278 -0.080 -1.792
H 0.306 2.556 -1.655
H -1.184 -2.046 1.525
C -0.800 0.729 -1.236
H 0.214 -0.172 1.941
C -0.197 -2.338 1.919
H -0.335 -2.571 2.986
N -0.191 1.099 1.967
H -0.467 2.791 0.784
H -1.080 1.249 2.431
```

---

Question: Which of these has the highest energy relative to the best compared isomer or geometry (same formula, charge and spin)?
Answer: C4H11N2O

---

Question: Which of these has the highest energy relative to the best compared isomer or geometry (same formula, charge and spin)?
Answer: C4H11N2O